{"formula": "C23H36N6O6P2Ru", "method": "the ωB97M-V functional and the def2-TZVPD basis", "max_force_ev_per_a": 1.26, "s_squared": 6.053, "spin_multiplicity": 5, "total_energy_ev": -66809.4573, "e_above_lowest_kcal_mol": 0.00, "total_charge": 2, "homo_lumo_gap_ev": [7.3524, 5.0588], "species": ["Ru", "C", "O", "C", "C", "C", "C", "C", "C", "N", "N", "C", "O", "C", "C", "C", "C", "C", "C", "C", "O", "H", "H", "H", "H", "H", "H", "H", "H", "H", "H", "H", "H", "C", "N", "C", "P", "O", "O", "P", "O", "N", "C", "C", "N", "C", "C", "N", "C", "C", "H", "H", "H", "H", "H", "H", "H", "H", "H", "H", "H", "H", "H", "H", "H", "H", "H", "H", "H", "H", "H", "H", "H", "H"], "xyz": [[-1.178, 0.413, 0.761], [-3.452, -3.433, 0.275], [-4.491, -2.886, -0.572], [-4.657, -1.623, -0.878], [-5.842, -1.331, -1.598], [-6.162, -0.044, -1.909], [-5.314, 1.013, -1.497], [-4.143, 0.791, -0.805], [-3.381, 1.952, -0.401], [-2.278, 1.963, 0.260], [-1.811, 3.220, 0.621], [-0.798, 3.105, 1.397], [-0.361, 1.920, 1.775], [-0.085, 4.323, 1.827], [0.974, 4.211, 2.726], [1.677, 5.339, 3.116], [1.317, 6.582, 2.612], [0.249, 6.697, 1.730], [-0.456, 5.573, 1.337], [-3.741, -0.547, -0.503], [-2.626, -0.850, 0.045], [-3.680, -4.492, 0.305], [-3.536, -2.989, 1.265], [-2.472, -3.240, -0.146], [-6.475, -2.169, -1.858], [-7.068, 0.184, -2.451], [-5.592, 2.033, -1.734], [-3.776, 2.939, -0.630], [1.223, 3.235, 3.136], [2.497, 5.256, 3.816], [1.864, 7.465, 2.915], [-0.037, 7.669, 1.352], [-1.290, 5.660, 0.656], [1.455, 0.104, -3.781], [2.219, -0.255, -2.590], [3.664, -0.363, -2.800], [1.678, -0.047, -1.074], [0.215, 0.313, -1.117], [1.880, -1.513, -0.356], [0.847, -2.200, 0.676], [0.031, -1.108, 1.328], [1.735, -2.928, 1.805], [1.134, -3.293, 3.091], [2.994, -3.609, 1.506], [-0.015, -3.282, -0.219], [0.459, -4.673, -0.280], [-0.541, -2.848, -1.519], [2.594, 0.917, -0.144], [2.585, 2.342, -0.496], [3.714, 0.527, 0.704], [1.883, 0.996, -4.244], [0.422, 0.303, -3.515], [1.490, -0.715, -4.501], [4.097, 0.604, -3.067], [3.855, -1.070, -3.608], [4.160, -0.740, -1.907], [0.270, -2.666, 3.297], [1.870, -3.130, 3.878], [0.840, -4.344, 3.100], [3.357, -3.334, 0.517], [2.873, -4.693, 1.550], [3.738, -3.312, 2.245], [0.774, -5.020, 0.702], [1.282, -4.790, -0.992], [-0.370, -5.300, -0.608], [-1.065, -1.904, -1.437], [-1.235, -3.607, -1.882], [0.264, -2.739, -2.255], [1.705, 2.591, -1.091], [3.484, 2.610, -1.058], [2.551, 2.935, 0.417], [3.729, -0.547, 0.862], [3.619, 1.020, 1.672], [4.659, 0.831, 0.246]], "lowdin_spin": [2.4671, 0.0086, 0.1843, 0.1922, 0.0433, 0.0972, 0.1710, 0.0214, 0.0937, -0.0330, 0.0036, -0.0042, 0.1269, 0.0006, -0.0020, 0.0003, -0.0036, 0.0008, -0.0036, 0.1541, 0.2514, -0.0005, 0.0056, 0.0032, -0.0010, 0.0027, 0.0063, 0.0012, 0.0000, 0.0001, -0.0002, 0.0001, -0.0001, 0.0008, 0.0049, 0.0013, 0.0112, 0.1041, 0.0041, 0.0093, 0.0744, 0.0008, 0.0004, 0.0001, 0.0015, 0.0002, 0.0003, -0.0013, -0.0001, -0.0001, 0.0000, 0.0004, 0.0000, 0.0000, 0.0003, 0.0000, 0.0000, 0.0000, 0.0000, 0.0000, 0.0000, 0.0000, 0.0000, 0.0000, 0.0000, -0.0003, 0.0001, 0.0000, -0.0001, 0.0000, 0.0000, 0.0000, 0.0000, 0.0000]}